No. 1
DFT (ωB97M-V with the def2-TZVPD basis set) results for C4H5I3O2 as an isolated structure.

Structure (XYZ):
```
14
Properties=species:S:1:pos:R:3:forces:R:3:lowdin_charge:R:1
I -3.1944 -0.8113 -1.5733 0.80 0.22 0.63 0.67
I -3.1022 0.0138 1.9365 -0.11 -0.18 -0.27 0.71
I -2.4196 2.4317 -0.4584 0.27 -0.03 -0.15 0.74
O -0.2009 -2.1176 0.6974 -1.35 0.79 -0.63 0.15
O -0.7979 0.1483 0.2129 0.31 -0.50 -0.84 -0.35
C 1.4619 -0.4296 0.4997 -2.11 3.22 1.04 -0.15
C 0.0467 -0.9784 0.4618 1.08 -0.02 1.32 -0.44
C 1.6347 0.4194 -0.7285 3.91 -0.89 -0.42 -0.10
C -2.1302 0.3507 -0.0063 -0.75 -0.73 0.88 -1.73
H 2.1297 -1.1992 0.7179 1.09 -1.16 0.08 0.10
H 1.0244 1.2627 -0.5922 -0.02 1.59 -0.05 0.04
H 2.8138 0.5770 -0.8822 -2.87 0.18 0.04 0.14
H 1.5276 0.4307 1.2490 -0.19 -1.84 0.07 0.15
H 1.2064 -0.0982 -1.5344 -0.05 -0.64 -1.71 0.06
```
Positions in Å, forces in eV/Å.

Computed properties:
HOMO level	-9.3	eV
E_LUMO	-1.16	eV



No. 2
DFT (ωB97M-V with the def2-TZVPD basis set) results for C19H14F5N3PdS6Se2 as an isolated structure.

Structure (XYZ):
```
50
Properties=species:S:1:pos:R:3:forces:R:3:lowdin_charge:R:1
Pd -0.3702 0.4425 -0.1806 -0.32 0.17 0.07 0.51
Se 0.3370 -2.8904 4.3971 -0.01 0.00 0.06 0.31
Se 1.7158 0.3450 1.1016 0.15 -0.10 -0.17 0.72
S -2.5410 0.7547 -1.2695 0.16 0.01 -0.03 0.60
S -6.2434 -0.2710 0.7409 0.00 0.01 0.00 0.87
S -5.3663 2.3963 -0.2440 0.01 0.01 0.01 0.78
S 0.2281 -4.0654 0.2326 -0.06 0.04 0.03 1.00
S -3.8117 -1.6261 0.1232 0.00 0.02 -0.04 0.92
S -6.0809 -3.1889 1.2754 0.02 0.01 0.02 0.45
F -0.2227 2.3930 -2.0976 -0.02 0.12 0.03 -0.05
F -1.4731 3.0702 1.0120 -0.04 -0.02 0.03 0.09
F 1.3199 2.7810 -0.6380 0.04 -0.12 0.01 -0.04
F -0.0713 4.5295 0.2976 -0.01 0.04 -0.05 0.11
F -1.7503 3.9788 -0.9308 -0.05 -0.04 0.00 0.12
N -0.6112 -1.6881 -0.0137 0.28 -0.07 -0.37 -0.17
N 2.2531 -0.4508 -1.5360 -0.07 0.03 0.01 0.03
N -1.0839 -0.8698 3.0427 -0.14 0.02 -0.01 0.01
C -1.1033 0.9446 5.1344 0.03 -0.03 0.01 -0.12
C -0.9327 -2.3409 -1.1849 0.06 -0.08 -0.08 -0.31
C 2.8154 -0.1716 -0.3538 -0.04 -0.03 0.04 -0.70
C -1.6553 0.3279 2.9128 -0.06 -0.01 0.16 -0.19
C 0.0126 -2.4784 0.8138 -0.18 -0.06 0.24 -0.52
C -0.5509 -3.6363 -1.2367 0.03 -0.04 0.05 -0.41
C -0.5164 -0.2910 5.2845 -0.01 0.06 -0.02 -0.16
C 5.0006 -0.6712 -1.2323 0.02 0.00 0.01 -0.11
C -3.8384 0.0746 -0.3421 -0.06 -0.10 0.15 -1.08
C -4.9930 0.7021 0.0026 0.03 0.00 -0.05 -1.03
C 4.4090 -0.9513 -2.4620 -0.01 -0.01 -0.05 -0.11
C -4.8387 3.0445 1.3655 -0.05 -0.01 -0.08 -0.39
C -0.8322 3.4826 -0.0923 0.10 -0.03 0.12 -0.59
C -5.4101 -1.7711 0.7470 -0.02 0.01 0.00 -1.52
C 0.0285 2.3322 -0.7301 -0.11 0.14 -0.24 -0.54
C 4.2082 -0.2816 -0.1785 0.01 0.04 0.12 -0.14
C -0.5057 -1.2024 4.2055 0.08 -0.06 0.13 -0.83
C 3.0349 -0.8226 -2.5465 0.03 -0.01 0.01 -0.18
C -1.6910 1.2783 3.9157 -0.05 0.07 -0.03 -0.10
H -1.4603 -1.7999 -1.9557 0.05 0.06 0.00 0.07
H 0.3143 -2.2119 1.8191 0.07 0.00 -0.12 -0.05
H -2.1195 0.5362 1.9502 0.07 -0.02 0.00 0.06
H 6.0745 -0.7564 -1.1058 0.00 0.00 0.01 0.09
H -0.0484 -0.5852 6.2139 0.01 0.00 0.00 0.07
H 2.5186 -1.0290 -3.4802 0.01 -0.01 -0.01 0.10
H -5.4980 2.6954 2.1582 0.02 0.00 0.02 0.03
H -0.6903 -4.3404 -2.0385 -0.04 0.01 -0.02 0.05
H -1.1054 1.6544 5.9557 0.01 -0.01 0.01 0.09
H 4.6352 -0.0573 0.7904 0.00 0.00 -0.01 0.09
H 4.9935 -1.2599 -3.3191 -0.01 0.00 -0.01 0.08
H -2.1485 2.2453 3.7478 -0.01 -0.02 -0.01 0.08
H -3.8159 2.7372 1.5559 0.08 0.00 0.01 0.01
H -4.8810 4.1313 1.2993 -0.01 0.01 0.02 0.03
```
Positions in Å, forces in eV/Å.

Computed properties:
net charge	-2
HOMO level	-1.3	eV
E_LUMO	4.13	eV



No. 3
DFT (ωB97M-V with the def2-TZVPD basis set) results for an isolated molecule of C2H4NO2P.

Structure (XYZ):
```
10
Properties=species:S:1:pos:R:3:forces:R:3:lowdin_charge:R:1
P 0.5262 -2.6594 -0.6844 -0.24 -1.05 0.22 0.85
O 0.0649 -3.5857 0.5794 -0.06 0.65 1.07 -0.38
O 2.4813 0.4545 -0.2424 -1.00 -0.59 -0.43 0.05
N 0.9652 -1.2848 -0.2492 0.70 0.06 0.36 -0.22
C 0.0330 0.8937 -0.4507 4.49 2.15 2.42 -0.01
C 1.3548 0.0174 -0.3733 -1.00 1.28 0.53 -0.59
H -0.1905 1.0363 0.6622 -0.18 0.09 -1.75 0.11
H 0.2620 1.8420 -0.9903 -0.09 -0.46 0.85 0.09
H 0.0117 -3.2782 1.5345 0.28 -0.16 -1.75 0.09
H -0.6592 0.4108 -0.9865 -2.89 -1.97 -1.52 0.00
```
Positions in Å, forces in eV/Å.

Computed properties:
HOMO level	-10.0	eV
E_LUMO	-0.02	eV
SMILES string	CC(=O)/N=P/O



Maximum force for every record listed, in sequence, given in eV/A: 4.0 0.5 5.5.
ΔE to the lowest compared entry with this formula, charge and spin for every record listed, in sequence, given in kcal/mol: 15.2 11.0 17.8.